Formula: C20H25BrI2N4O9P2Ti
Source: the OMol25 dataset
Level of theory: ωB97M-V with the def2-TZVPD basis set

ΔE to the lowest compared entry with this formula, charge and spin = 0.0000 eV
<S²> = 0.752
Spin multiplicity = 2
F_max = 0.5 eV/Å
Total charge = +1

CARTESIAN COORDINATES (ANGSTROEM)
1 Ti -0.62 -0.02 1.17
2 I 3.33 1.56 2.36
3 C 2.17 1.26 4.10
4 I 0.08 1.49 3.78
5 H 2.45 2.00 4.84
6 H 2.34 0.26 4.47
7 Br 1.01 -2.43 3.65
8 C -0.52 -2.98 2.71
9 C -1.10 -4.21 3.00
10 C -2.21 -4.59 2.28
11 C -2.70 -3.76 1.28
12 C -2.04 -2.58 1.05
13 N -0.98 -2.18 1.76
14 C -2.47 -1.63 -0.06
15 O -3.60 -1.68 -0.50
16 O -1.57 -0.77 -0.42
17 H -0.68 -4.83 3.78
18 H -2.69 -5.54 2.50
19 H -3.56 -4.01 0.69
20 N -3.77 1.19 -0.87
21 C -3.25 2.21 0.13
22 C -4.14 3.46 0.03
23 P -1.52 2.59 -0.46
24 O -1.27 4.13 -0.14
25 O -1.55 2.31 -1.92
26 O -0.56 1.86 0.45
27 P -3.29 1.59 1.86
28 O -4.81 1.11 1.90
29 O -2.93 2.66 2.80
30 O -2.43 0.30 1.93
31 H -3.20 1.33 -1.72
32 H -4.75 1.38 -1.07
33 H -3.69 0.20 -0.61
34 H -4.09 3.88 -0.97
35 H -3.80 4.20 0.75
36 H -5.17 3.21 0.26
37 H -1.50 4.70 -0.89
38 H -5.20 1.10 2.78
39 C 3.57 -1.19 -3.44
40 N 2.76 -1.53 -2.29
41 N 2.41 -0.61 -1.33
42 C 1.63 -1.21 -0.41
43 O 1.18 -0.55 0.60
44 C 1.47 -2.55 -0.80
45 C 2.19 -2.70 -1.97
46 C 2.35 -3.90 -2.84
47 C 2.89 0.74 -1.31
48 C 2.01 1.76 -1.62
49 C 2.45 3.07 -1.53
50 C 3.76 3.34 -1.17
51 C 4.64 2.31 -0.88
52 C 4.20 0.99 -0.94
53 H 3.48 -0.12 -3.64
54 H 3.20 -1.73 -4.31
55 H 4.62 -1.43 -3.27
56 H 0.91 -3.31 -0.29
57 H 1.99 -4.79 -2.31
58 H 3.40 -4.07 -3.10
59 H 1.78 -3.80 -3.76
60 H 0.99 1.53 -1.90
61 H 1.77 3.88 -1.76
62 H 4.11 4.37 -1.11
63 H 5.66 2.52 -0.59
64 H 4.86 0.17 -0.68

Charges computed using Löwdin, reported in e: atom 1 (Ti): 0.88, atom 2 (I): 0.88, atom 3 (C): -1.13, atom 4 (I): 1.01, atom 5 (H): -0.04, atom 6 (H): -0.07, atom 7 (Br): 0.84, atom 8 (C): -0.69, atom 9 (C): -0.08, atom 10 (C): -0.01, atom 11 (C): 0.03, atom 12 (C): -0.17, atom 13 (N): 0.01, atom 14 (C): -0.57, atom 15 (O): 0.08, atom 16 (O): -0.11, atom 17 (H): 0.11, atom 18 (H): 0.13, atom 19 (H): 0.13, atom 20 (N): 0.20, atom 21 (C): -0.47, atom 22 (C): -0.07, atom 23 (P): 0.36, atom 24 (O): -0.09, atom 25 (O): -0.28, atom 26 (O): -0.41, atom 27 (P): 0.33, atom 28 (O): -0.11, atom 29 (O): -0.29, atom 30 (O): -0.42, atom 31 (H): 0.13, atom 32 (H): 0.17, atom 33 (H): 0.09, atom 34 (H): 0.09, atom 35 (H): 0.09, atom 36 (H): 0.09, atom 37 (H): 0.10, atom 38 (H): 0.10, atom 39 (C): 0.04, atom 40 (N): -0.03, atom 41 (N): 0.08, atom 42 (C): -0.36, atom 43 (O): -0.19, atom 44 (C): 0.08, atom 45 (C): -0.23, atom 46 (C): 0.00, atom 47 (C): -0.23, atom 48 (C): 0.00, atom 49 (C): -0.04, atom 50 (C): -0.07, atom 51 (C): -0.11, atom 52 (C): -0.08, atom 53 (H): 0.10, atom 54 (H): 0.10, atom 55 (H): 0.10, atom 56 (H): 0.12, atom 57 (H): 0.09, atom 58 (H): 0.09, atom 59 (H): 0.10, atom 60 (H): 0.11, atom 61 (H): 0.12, atom 62 (H): 0.11, atom 63 (H): 0.11, atom 64 (H): 0.13


Formula: C20H25ClN4O2
Source: the OMol25 dataset
Level of theory: ωB97M-V with the def2-TZVPD basis set

ΔE to the lowest compared entry with this formula, charge and spin = 0.2915 eV
F_max = 0.5 eV/Å
SMILES = COc1ccc(N2CCN(CCNC(=O)Nc3ccc(Cl)cc3)CC2)cc1

CARTESIAN COORDINATES (ANGSTROEM)
1 C 2.27 2.24 -3.03
2 H 3.31 1.92 -2.95
3 O 1.73 2.56 -1.77
4 C 1.72 1.58 -0.81
5 C 2.09 0.26 -1.00
6 C 2.05 -0.64 0.06
7 C 1.66 -0.26 1.34
8 C 1.25 1.08 1.50
9 C 1.28 1.97 0.46
10 H 0.97 2.99 0.60
11 H 0.92 1.42 2.47
12 N 1.70 -1.10 2.44
13 C 0.70 -0.92 3.48
14 C 0.41 -2.24 4.21
15 N 0.22 -3.39 3.35
16 C 1.12 -3.45 2.20
17 C 2.24 -2.43 2.37
18 H 2.95 -2.50 1.55
19 H 2.79 -2.63 3.29
20 H 1.53 -4.47 2.13
21 H 0.59 -3.22 1.26
22 C -1.13 -3.81 3.10
23 H -1.57 -4.10 4.07
24 C -2.10 -2.81 2.45
25 N -1.73 -2.45 1.10
26 C -1.68 -1.15 0.70
27 O -1.84 -0.22 1.46
28 N -1.40 -1.02 -0.65
29 C -1.33 0.14 -1.41
30 C -1.55 1.41 -0.89
31 C -1.49 2.52 -1.71
32 C -1.21 2.37 -3.05
33 C -0.99 1.11 -3.59
34 C -1.05 0.01 -2.77
35 H -0.88 -0.98 -3.19
36 H -0.78 1.00 -4.64
37 Cl -1.12 3.76 -4.08
38 H -1.65 3.51 -1.30
39 H -1.76 1.52 0.16
40 H -1.21 -1.87 -1.16
41 H -1.73 -3.19 0.42
42 H -2.13 -1.88 3.02
43 H -3.11 -3.25 2.46
44 H -1.08 -4.72 2.49
45 H 1.25 -2.47 4.88
46 H -0.48 -2.12 4.83
47 H -0.22 -0.52 3.04
48 H 1.06 -0.19 4.23
49 H 2.34 -1.66 -0.15
50 H 2.42 -0.09 -1.96
51 H 1.68 1.46 -3.53
52 H 2.21 3.15 -3.61

Charges computed using Löwdin, reported in e: atom 1 (C): -0.10, atom 2 (H): 0.10, atom 3 (O): -0.10, atom 4 (C): -0.30, atom 5 (C): -0.03, atom 6 (C): -0.03, atom 7 (C): -0.24, atom 8 (C): -0.01, atom 9 (C): -0.01, atom 10 (H): 0.12, atom 11 (H): 0.11, atom 12 (N): -0.09, atom 13 (C): -0.14, atom 14 (C): -0.16, atom 15 (N): -0.17, atom 16 (C): -0.16, atom 17 (C): -0.15, atom 18 (H): 0.11, atom 19 (H): 0.12, atom 20 (H): 0.12, atom 21 (H): 0.10, atom 22 (C): -0.18, atom 23 (H): 0.12, atom 24 (C): -0.16, atom 25 (N): 0.06, atom 26 (C): -0.53, atom 27 (O): 0.05, atom 28 (N): 0.15, atom 29 (C): -0.23, atom 30 (C): -0.01, atom 31 (C): -0.09, atom 32 (C): -0.69, atom 33 (C): -0.13, atom 34 (C): -0.03, atom 35 (H): 0.11, atom 36 (H): 0.11, atom 37 (Cl): 0.67, atom 38 (H): 0.11, atom 39 (H): 0.11, atom 40 (H): 0.14, atom 41 (H): 0.14, atom 42 (H): 0.11, atom 43 (H): 0.12, atom 44 (H): 0.12, atom 45 (H): 0.11, atom 46 (H): 0.12, atom 47 (H): 0.09, atom 48 (H): 0.12, atom 49 (H): 0.10, atom 50 (H): 0.11, atom 51 (H): 0.08, atom 52 (H): 0.09


Formula: C20H25ClN4O3S
Source: the OMol25 dataset
Level of theory: ωB97M-V with the def2-TZVPD basis set

ΔE to the lowest compared entry with this formula, charge and spin = 1.2238 eV
F_max = 1.1 eV/Å
SMILES = CN(C)S(=O)(=O)c1cc(NC(=O)CN2CCN(c3ccccc3)CC2)ccc1Cl

CARTESIAN COORDINATES (ANGSTROEM)
1 C 0.84 -0.93 -3.02
2 N 1.23 0.45 -2.81
3 S 2.91 0.62 -2.83
4 O 3.50 -0.35 -3.70
5 O 3.22 2.00 -3.04
6 C 3.30 0.22 -1.12
7 C 2.30 0.18 -0.17
8 C 2.61 -0.08 1.17
9 C 3.94 -0.33 1.52
10 C 4.93 -0.27 0.57
11 C 4.62 0.01 -0.75
12 Cl 5.84 0.15 -1.95
13 H 5.96 -0.44 0.84
14 H 4.17 -0.55 2.55
15 N 1.57 -0.07 2.09
16 C 1.59 -0.34 3.42
17 O 2.55 -0.69 4.07
18 C 0.21 -0.09 4.05
19 N -0.83 -0.07 3.05
20 C -1.87 0.93 3.18
21 C -2.46 1.18 1.78
22 N -2.46 -0.06 1.04
23 C -2.66 -0.08 -0.32
24 C -2.49 -1.25 -1.07
25 C -2.68 -1.25 -2.44
26 C -3.02 -0.09 -3.12
27 C -3.17 1.08 -2.39
28 C -3.00 1.09 -1.02
29 H -3.15 2.02 -0.49
30 H -3.44 1.99 -2.90
31 H -3.17 -0.10 -4.18
32 H -2.55 -2.18 -2.99
33 H -2.19 -2.17 -0.59
34 C -2.64 -1.22 1.89
35 H -3.53 -1.07 2.51
36 C -1.40 -1.38 2.78
37 H -0.63 -1.98 2.27
38 H -1.68 -1.91 3.71
39 H -2.80 -2.11 1.30
40 H -3.47 1.61 1.88
41 H -1.83 1.90 1.25
42 H -1.43 1.86 3.55
43 H -2.65 0.63 3.89
44 H 0.27 0.88 4.55
45 H 0.05 -0.85 4.83
46 H 0.64 0.16 1.74
47 H 1.28 0.37 -0.47
48 C 0.49 1.41 -3.59
49 H 0.99 2.37 -3.48
50 H 0.46 1.15 -4.65
51 H -0.53 1.47 -3.21
52 H 0.96 -1.24 -4.06
53 H -0.21 -1.04 -2.73
54 H 1.46 -1.56 -2.39

Charges computed using Löwdin, reported in e: atom 1 (C): -0.10, atom 2 (N): -0.35, atom 3 (S): 0.64, atom 4 (O): -0.31, atom 5 (O): -0.28, atom 6 (C): -0.27, atom 7 (C): 0.00, atom 8 (C): -0.20, atom 9 (C): 0.01, atom 10 (C): -0.07, atom 11 (C): -0.65, atom 12 (Cl): 0.76, atom 13 (H): 0.11, atom 14 (H): 0.11, atom 15 (N): 0.14, atom 16 (C): -0.44, atom 17 (O): 0.07, atom 18 (C): -0.09, atom 19 (N): -0.21, atom 20 (C): -0.15, atom 21 (C): -0.15, atom 22 (N): -0.10, atom 23 (C): -0.22, atom 24 (C): -0.04, atom 25 (C): -0.12, atom 26 (C): -0.12, atom 27 (C): -0.10, atom 28 (C): -0.03, atom 29 (H): 0.10, atom 30 (H): 0.11, atom 31 (H): 0.10, atom 32 (H): 0.11, atom 33 (H): 0.10, atom 34 (C): -0.13, atom 35 (H): 0.13, atom 36 (C): -0.14, atom 37 (H): 0.13, atom 38 (H): 0.13, atom 39 (H): 0.11, atom 40 (H): 0.13, atom 41 (H): 0.12, atom 42 (H): 0.12, atom 43 (H): 0.12, atom 44 (H): 0.13, atom 45 (H): 0.13, atom 46 (H): 0.13, atom 47 (H): 0.12, atom 48 (C): -0.08, atom 49 (H): 0.08, atom 50 (H): 0.10, atom 51 (H): 0.07, atom 52 (H): 0.10, atom 53 (H): 0.06, atom 54 (H): 0.09


Formula: C20H25ClN4PdS
Source: the OMol25 dataset
Level of theory: ωB97M-V with the def2-TZVPD basis set

ΔE to the lowest compared entry with this formula, charge and spin = 0.5074 eV
F_max = 0.5 eV/Å
Total charge = +2

CARTESIAN COORDINATES (ANGSTROEM)
1 Pd 0.03 -1.30 -0.33
2 Cl 4.75 -0.16 -0.62
3 C 3.95 -0.89 0.69
4 C 4.33 -0.56 1.96
5 C 3.75 -1.23 3.05
6 C 2.82 -2.26 2.88
7 C 2.44 -2.63 1.63
8 C 2.94 -1.92 0.46
9 C 2.61 -2.32 -0.80
10 H 5.09 0.19 2.13
11 H 4.07 -0.95 4.05
12 H 2.44 -2.79 3.75
13 H 1.77 -3.46 1.47
14 H 2.03 -3.22 -0.98
15 H 3.02 -1.80 -1.66
16 N -1.99 -1.53 -0.86
17 C -3.04 -0.64 -0.43
18 C -3.67 0.19 -1.34
19 C -4.67 1.04 -0.89
20 C -5.02 1.07 0.45
21 C -4.40 0.21 1.35
22 C -3.40 -0.65 0.91
23 H -2.10 -2.44 -0.40
24 H -2.05 -1.74 -1.85
25 H -3.44 0.14 -2.40
26 H -5.18 1.68 -1.60
27 H -5.80 1.74 0.79
28 H -4.69 0.20 2.39
29 H -2.91 -1.33 1.61
30 C -0.63 1.51 0.47
31 C -0.39 3.03 0.29
32 N 0.37 3.28 -0.92
33 C -0.34 2.71 -2.06
34 C -0.34 1.16 -1.94
35 N 0.12 0.76 -0.57
36 C 1.55 1.16 -0.48
37 C 1.69 2.68 -0.82
38 H -1.68 1.25 0.39
39 H -0.27 1.15 1.44
40 H 0.16 3.44 1.14
41 H -1.34 3.56 0.23
42 H 0.13 3.02 -2.98
43 H -1.36 3.09 -2.06
44 H 0.35 0.70 -2.65
45 H -1.33 0.75 -2.11
46 H 2.11 0.55 -1.18
47 H 1.88 0.95 0.54
48 H 2.22 2.82 -1.76
49 H 2.25 3.18 -0.04
50 S 1.05 -5.74 -0.14
51 C 0.31 -4.35 -0.11
52 N -0.20 -3.28 -0.10

Charges computed using Löwdin, reported in e: atom 1 (Pd): 0.95, atom 2 (Cl): 0.87, atom 3 (C): -0.58, atom 4 (C): -0.05, atom 5 (C): 0.06, atom 6 (C): 0.00, atom 7 (C): 0.02, atom 8 (C): -0.27, atom 9 (C): 0.16, atom 10 (H): 0.13, atom 11 (H): 0.14, atom 12 (H): 0.14, atom 13 (H): 0.08, atom 14 (H): 0.04, atom 15 (H): 0.08, atom 16 (N): 0.04, atom 17 (C): -0.33, atom 18 (C): -0.04, atom 19 (C): -0.04, atom 20 (C): -0.04, atom 21 (C): -0.04, atom 22 (C): -0.04, atom 23 (H): 0.08, atom 24 (H): 0.13, atom 25 (H): 0.12, atom 26 (H): 0.12, atom 27 (H): 0.12, atom 28 (H): 0.12, atom 29 (H): 0.13, atom 30 (C): -0.11, atom 31 (C): -0.12, atom 32 (N): -0.14, atom 33 (C): -0.12, atom 34 (C): -0.12, atom 35 (N): -0.27, atom 36 (C): -0.16, atom 37 (C): -0.12, atom 38 (H): 0.10, atom 39 (H): 0.12, atom 40 (H): 0.13, atom 41 (H): 0.13, atom 42 (H): 0.13, atom 43 (H): 0.13, atom 44 (H): 0.13, atom 45 (H): 0.08, atom 46 (H): 0.08, atom 47 (H): 0.11, atom 48 (H): 0.13, atom 49 (H): 0.13, atom 50 (S): 0.76, atom 51 (C): -0.99, atom 52 (N): -0.12